Here is 10 unconnected molecules or ions with the total composition C20H60N4O10 at a distorted geometry from the OMol25 dataset. Energies are from ωB97M-V/def2-TZVPD.

Its net charge is 0. The electronic energy is -1769.1526 Eh. For the energy above the lowest of the compared OMol25 structures with the same formula, charge and spin, the calculation gives 214.3 kcal per mole. For the gap between HOMO and LUMO, the calculation gives 7.995 eV.

The geometry in XYZ format:
```
94
Properties=species:S:1:pos:R:3:mulliken_charge:R:1
C 13.85931 -20.87485 -10.51873 0.82
H 10.01275 -20.02833 -17.62286 -0.26
H 8.44132 -17.24889 -14.12272 0.98
C 8.40753 -21.45219 -15.79081 1.47
C 16.08894 -15.91082 -9.23648 -1.38
H 16.82787 -16.76319 -9.02931 0.28
H 14.92381 -17.09861 -12.22122 -0.18
H 11.23507 -21.54946 -9.20766 0.26
C 10.12783 -19.91724 -10.03132 -0.09
H 13.88545 -22.88902 -11.09709 0.58
N 10.90465 -20.48281 -13.38877 1.20
C 7.22931 -18.68245 -13.25097 0.39
O 11.73763 -16.86562 -12.97671 -0.65
H 10.07871 -20.97109 -13.77537 0.22
H 8.18306 -20.73091 -14.01392 -0.16
C 7.03328 -22.16965 -15.95158 -1.69
H 8.65288 -18.88348 -14.78704 -0.34
H 12.15621 -16.20551 -14.90621 0.16
H 6.08949 -17.41988 -14.71205 0.31
H 9.58528 -24.24081 -13.14626 0.44
C 15.34643 -20.75756 -10.73935 -1.58
H 6.23165 -21.66019 -15.38423 0.34
H 15.10668 -16.04531 -8.82198 0.32
O 9.18016 -19.52386 -11.01592 -0.57
H 8.32042 -20.43944 -16.11879 -0.12
H 13.79695 -21.71376 -12.49330 0.28
H 7.06116 -23.29159 -15.74096 0.28
H 10.29844 -18.13654 -9.63999 0.27
N 10.57940 -21.16841 -9.89263 -0.15
C 14.99539 -18.88344 -15.56254 -0.59
H 14.01810 -19.43242 -15.95780 0.10
H 16.87036 -16.08099 -11.23522 0.24
H 16.55370 -15.02348 -8.94775 0.45
C 6.04509 -18.46438 -14.24950 -1.30
H 12.40491 -19.91754 -10.28414 -0.15
H 11.15283 -19.04090 -8.44679 0.18
H 9.48134 -19.71650 -19.37154 0.39
H 9.54276 -23.31440 -16.38198 0.36
O 10.76215 -17.61998 -17.15993 -0.35
H 6.21742 -19.11257 -15.14614 0.19
C 11.80509 -19.76962 -14.12676 -0.18
C 14.92286 -16.99990 -11.16067 -0.26
H 9.25028 -22.15055 -17.64435 0.40
H 11.14989 -23.78996 -12.38572 0.30
O 7.31035 -19.85244 -12.78779 -0.62
H 8.28207 -17.88286 -16.89844 0.06
H 8.36173 -16.52490 -18.06428 0.35
H 12.91461 -19.51967 -12.40504 -0.52
O 11.75565 -19.53769 -15.46386 -0.76
H 15.85655 -18.64659 -16.22441 0.34
H 9.97794 -22.70384 -12.99607 -0.12
C 8.63059 -17.60241 -17.85822 -1.26
H 15.18815 -17.94569 -10.68287 -0.07
H 13.53233 -21.17091 -9.45350 0.40
H 11.05642 -18.43323 -16.65203 0.26
H 15.36641 -17.14900 -14.60621 0.22
H 8.01156 -18.16358 -18.51122 0.44
H 10.73572 -15.45653 -14.16301 0.36
C 10.15740 -19.41340 -18.46540 -0.84
H 13.84728 -16.84719 -11.02435 0.22
H 7.78134 -19.80072 -11.91586 0.55
H 10.85292 -20.36775 -12.41968 -0.56
N 12.76261 -19.22646 -13.38163 1.33
H 10.08566 -21.97201 -10.52539 0.23
C 10.09408 -17.95716 -18.13721 0.70
H 13.48455 -18.60226 -13.77678 0.43
H 12.07277 -17.78122 -13.11680 0.21
H 5.04379 -18.71517 -13.87931 0.32
O 14.57103 -17.70652 -14.88049 -0.46
C 8.50179 -18.24039 -13.84616 -0.59
H 10.41953 -21.70815 -16.27727 0.20
H 6.96181 -18.20084 -12.30852 0.42
O 15.44448 -14.76368 -11.15430 -0.50
O 8.63244 -21.42684 -14.55602 -0.34
C 13.42988 -21.94211 -11.47750 -0.90
H 15.45777 -19.53288 -14.85576 0.23
H 12.36649 -22.23944 -11.42506 -0.25
H 15.92648 -21.58015 -10.42890 0.45
C 15.87202 -15.87675 -10.74068 0.38
O 9.40361 -23.32180 -11.19234 -0.57
H 9.32959 -18.39332 -13.15630 -0.06
C 10.06794 -23.55553 -12.41870 -0.24
H 10.72720 -17.16185 -14.72824 -0.39
H 6.77536 -22.09712 -17.04180 0.44
C 11.30427 -16.39925 -14.25607 -0.09
O 13.25722 -19.83446 -10.73159 -0.55
H 10.36213 -17.23727 -18.99221 0.17
C 9.46352 -22.20027 -16.56955 -1.69
H 11.09721 -19.67800 -18.91283 0.43
N 10.67635 -19.01344 -9.30210 -0.28
H 15.57863 -20.26894 -11.65564 0.30
H 9.05336 -24.11146 -10.79841 0.27
H 15.60680 -19.96116 -10.02427 0.37
H 14.67691 -14.49857 -10.69037 0.37
```